# 1
# C12H18EuN5O7S3

A molecular structure, C12H18EuN5O7S3 in a non-equilibrium geometry (ωB97M-V with the def2-TZVPD basis set, the Open Molecules 2025 dataset).

As for the frontier orbital gap (spin up / spin down): 4.3 / 7.2 eV. Its expectation value of S² is 15.7594. For the total energy, the calculation gives -3173.59143 hartree. The total charge is -1. As for the spin multiplicity: 8. For the energy above the lowest of the compared OMol25 structures with the same formula, charge and spin, the calculation gives 1.042 eV.

CARTESIAN COORDINATES (ANGSTROEM)
Eu (-0.5207, -1.3014, 0.2628)
O (0.6648, -3.0061, 1.0408)
S (-0.4340, -2.9990, 2.0640)
O (-0.3235, -3.9784, 3.1027)
O (-0.4297, -1.5625, 2.5485)
O (-1.6812, -3.0832, 1.2366)
O (1.7092, -1.0038, -3.6688)
C (2.3775, 0.1490, -3.5044)
C (3.1999, 0.5860, -4.5460)
C (3.9231, 1.7552, -4.4270)
C (3.8392, 2.5186, -3.2644)
C (3.0151, 2.1017, -2.2371)
C (2.2732, 0.9233, -2.3375)
C (1.3638, 0.4860, -1.2524)
O (0.7585, -0.6446, -1.3689)
N (1.2029, 1.3135, -0.2504)
N (0.3127, 0.9032, 0.7383)
C (0.3133, 1.7526, 1.6958)
S (1.4014, 3.1360, 1.6359)
C (0.7659, 3.8678, 3.1880)
C (0.3139, 2.7387, 4.0860)
S (-0.7383, 1.6379, 3.0801)
H (1.1830, -1.1584, -2.8388)
H (3.2508, -0.0191, -5.4429)
H (4.5599, 2.0762, -5.2431)
H (4.4149, 3.4310, -3.1707)
H (2.9214, 2.6798, -1.3279)
H (-0.0630, 4.5326, 2.9461)
H (1.5799, 4.4397, 3.6344)
H (-0.2766, 3.0813, 4.9353)
H (1.1620, 2.1551, 4.4437)
C (-4.9440, -0.9243, 1.0280)
C (-3.4771, -0.7219, 1.3134)
N (-3.0932, -0.8093, 2.5876)
O (-2.6872, -0.4711, 0.3919)
H (-5.5745, -0.4455, 1.7775)
H (-5.1442, -1.9981, 1.0352)
H (-5.1773, -0.5327, 0.0418)
H (-3.7561, -1.1175, 3.2753)
H (-2.0923, -0.9997, 2.7706)
N (-0.2579, -3.3193, -1.7570)
N (-1.5434, -2.6869, -1.5997)
H (-0.3594, -4.2426, -2.1606)
H (0.1594, -3.4425, -0.8292)
H (-2.1924, -3.2930, -1.1081)
H (-1.9000, -2.5043, -2.5255)

Mulliken atomic charge list, values in e, 8 entries:
1. Eu 1.226
2. O -0.747
3. S 1.107
4. O -0.800
5. O -0.613
6. O -0.641
7. O -0.723
8. C 0.213

---

# 2
# C12H18I3NO5S

C12H18I3NO5S in the gas phase (ωB97M-V with the def2-TZVPD basis set, the Open Molecules 2025 dataset).

As for the frontier orbital gap: 9.6 eV. For the total energy, the calculation gives -2190.27133 hartree. Its structure (SMILES) is C[C@@H](I)C[C@]1(CC(=O)I)NC(=O)[C@@H](CCCS(=O)(=O)O)[C@H]1I.

CARTESIAN COORDINATES (ANGSTROEM)
C (-1.2559, 1.7273, 3.5901)
C (-2.2367, 0.7888, 2.8791)
I (-4.2497, 1.2670, 3.5355)
C (-2.2275, 0.9493, 1.3559)
C (-1.1398, 0.1761, 0.5501)
C (-0.4745, 0.9840, -0.5874)
C (-1.3485, 2.0837, -1.1451)
O (-2.2208, 1.9552, -1.9241)
I (-0.8306, 4.0629, -0.3889)
N (-1.9072, -0.9135, -0.1487)
C (-0.9937, -1.9570, -0.4891)
O (-1.2015, -2.7854, -1.3325)
C (0.2249, -1.8831, 0.4030)
C (1.5695, -2.2017, -0.2658)
C (1.7872, -1.6117, -1.6822)
C (2.8073, -0.4679, -1.6930)
S (2.8481, 0.4731, -3.1912)
O (3.3148, -0.3826, -4.2435)
O (3.4821, 1.7234, -2.9252)
O (1.3121, 0.8017, -3.4636)
C (-0.0498, -0.6408, 1.2965)
I (1.7113, 0.4174, 1.9391)
H (-1.7673, 2.6428, 3.8915)
H (-0.4719, 2.0390, 2.8999)
H (-0.8130, 1.2815, 4.4792)
H (-2.1310, -0.2477, 3.1906)
H (-2.2001, 2.0227, 1.1629)
H (-3.1857, 0.6146, 0.9587)
H (0.4616, 1.4418, -0.2708)
H (-0.2512, 0.3344, -1.4351)
H (-2.6010, -1.3428, 0.4634)
H (0.0636, -2.7365, 1.0761)
H (1.6078, -3.2873, -0.3739)
H (2.3978, -1.9316, 0.3883)
H (2.1787, -2.4051, -2.3226)
H (0.8380, -1.3143, -2.1253)
H (2.6645, 0.2286, -0.8680)
H (3.8171, -0.8831, -1.6453)
H (0.8905, -0.0113, -3.7876)
H (-0.4195, -1.0122, 2.2491)

natural (NBO) atomic charge list, values in e, 8 entries:
1. C -0.660
2. C -0.265
3. I 0.068
4. C -0.484
5. C 0.134
6. C -0.584
7. C 0.534
8. O -0.477

---

# 3
# C12H18MnN8O3S2

A molecular structure, C12H18MnN8O3S2 (ωB97M-V with the def2-TZVPD basis set, the Open Molecules 2025 dataset).

As for the frontier orbital gap (spin up / spin down): 8.2 / 6.5 eV. Its expectation value of S² is 6.2301. For the total energy, the calculation gives -3078.91946 hartree. The total charge is +1. As for the spin multiplicity: 5. For the energy above the lowest of the compared OMol25 structures with the same formula, charge and spin, the calculation gives 2.010 eV.

CARTESIAN COORDINATES (ANGSTROEM)
Mn (-1.1421, -1.0029, -0.1548)
S (1.1512, -0.5454, 3.3736)
C (1.0636, -1.5897, 2.0356)
S (-0.6027, -2.0401, 1.9997)
C (2.0391, -1.9225, 1.1345)
C (1.6913, -2.7295, 0.0167)
N (1.3009, -3.3422, -0.8758)
C (3.3458, -1.3775, 1.2631)
N (4.3678, -0.8586, 1.3612)
N (-4.9593, 0.7092, 2.0919)
N (-4.3582, 0.6471, 0.8577)
N (-4.5979, 1.5277, -0.0801)
C (-3.7491, 1.1495, -1.0298)
N (-3.0457, 0.0792, -0.6644)
N (-3.4556, -0.2299, 0.5634)
H (-5.8951, 1.0819, 1.9657)
H (-4.9485, -0.2194, 2.5005)
H (-3.6598, 1.6461, -1.9778)
O (0.5242, 0.1977, -1.2095)
C (0.4883, 0.9586, -0.2257)
O (-0.4001, 0.8897, 0.6708)
C (1.5773, 2.0056, -0.0321)
N (1.7708, 2.2081, 1.4633)
C (3.2589, 2.3091, 1.7361)
C (3.8937, 2.4626, 0.3616)
C (2.9658, 1.6766, -0.5559)
H (1.2207, 2.9545, -0.4413)
H (1.3419, 1.4039, 1.9767)
H (1.2719, 3.0357, 1.7821)
H (3.5523, 1.3743, 2.2107)
H (3.4312, 3.1363, 2.4187)
H (4.9045, 2.0625, 0.3644)
H (3.9390, 3.5125, 0.0697)
H (3.1541, 0.6107, -0.4716)
H (3.0567, 1.9505, -1.6041)
C (-1.4632, -1.8956, -3.2321)
C (-1.7054, -3.1615, -2.4552)
O (-1.8853, -2.8099, -1.0503)
H (-1.3193, -2.1424, -4.2832)
H (-0.5559, -1.3902, -2.8904)
H (-2.3124, -1.2153, -3.1605)
H (-0.8522, -3.8336, -2.5239)
H (-2.6134, -3.6729, -2.7810)
H (-1.7894, -3.6106, -0.5186)

natural (NBO) atomic charge list, values in e, 8 entries:
1. Mn 1.332
2. S 0.098
3. C -0.245
4. S -0.053
5. C -0.447
6. C 0.306
7. N -0.326
8. C 0.301

---

# 4
# C12H18N2O5

2 unconnected molecules or ions with the total composition C12H18N2O5 (ωB97M-V with the def2-TZVPD basis set, the Open Molecules 2025 dataset).

As for the frontier orbital gap: 8.9 eV. For the total energy, the calculation gives -953.81137 hartree. For the energy above the lowest of the compared OMol25 structures with the same formula, charge and spin, the calculation gives 0.423 eV. Its structure (SMILES) is N[C@@H](Cc1ccc(O)cc1)C(=O)O.C[C@H](N)C(=O)O.

CARTESIAN COORDINATES (ANGSTROEM)
N (-1.3121, -4.1870, -0.9263)
C (-1.9209, -2.9504, -0.4862)
C (-1.6796, -1.8200, -1.5021)
C (-0.2395, -1.3733, -1.5577)
C (0.1857, -0.2669, -0.8180)
C (1.5103, 0.1486, -0.8266)
C (2.4439, -0.5469, -1.5916)
O (3.7323, -0.1012, -1.5735)
C (2.0414, -1.6519, -2.3390)
C (0.7105, -2.0558, -2.3154)
C (-3.4260, -3.0213, -0.1498)
O (-4.0887, -2.0456, 0.0895)
O (-3.9569, -4.2559, -0.1134)
H (-1.6736, -4.5887, -1.7807)
H (-1.0780, -4.8724, -0.2223)
H (-1.4307, -2.6617, 0.4522)
H (-2.3270, -0.9830, -1.2229)
H (-2.0151, -2.1651, -2.4903)
H (-0.5390, 0.2854, -0.2257)
H (1.8379, 1.0117, -0.2541)
H (4.2668, -0.6660, -2.1460)
H (2.7672, -2.1970, -2.9413)
H (0.4086, -2.9233, -2.8966)
H (-3.2465, -4.8764, -0.3447)
C (0.0545, 4.9655, 2.5047)
C (0.7358, 3.6030, 2.6060)
N (2.1025, 3.6647, 2.0787)
C (-0.0826, 2.5937, 1.7842)
O (-1.1561, 2.1847, 2.1485)
O (0.4796, 2.2530, 0.6226)
H (0.5538, 5.6987, 3.1472)
H (-0.9907, 4.8821, 2.8139)
H (0.0839, 5.3316, 1.4711)
H (0.6938, 3.2602, 3.6478)
H (2.5002, 4.5899, 2.1926)
H (2.7129, 3.0101, 2.5591)
H (1.3417, 2.7269, 0.6064)

natural (NBO) atomic charge list, values in e, 8 entries:
1. N -0.861
2. C -0.163
3. C -0.419
4. C -0.078
5. C -0.123
6. C -0.274
7. C 0.290
8. O -0.670

---

# 5
# C12H18N3

A molecular structure, C12H18N3 in a non-equilibrium geometry (ωB97M-V with the def2-TZVPD basis set, the Open Molecules 2025 dataset).

As for the frontier orbital gap: 7.3 eV. For the total energy, the calculation gives -631.78520 hartree. The total charge is +1. For the energy above the lowest of the compared OMol25 structures with the same formula, charge and spin, the calculation gives 8.578 eV.

CARTESIAN COORDINATES (ANGSTROEM)
C (1.5478, 2.8790, 0.4192)
C (1.2726, -0.6967, -2.0307)
C (1.6369, 0.1460, -1.0379)
C (-0.9919, -4.2976, -0.4824)
C (-1.0930, -3.0027, -0.1941)
C (0.1936, -1.6690, -1.9403)
C (-0.3183, -0.7933, 0.3123)
C (-0.8422, 2.7696, 2.2101)
C (-0.1331, 1.5071, 2.5989)
C (0.7172, 0.3348, 0.1382)
C (0.0482, -2.0322, -0.4894)
C (-0.6094, 2.3040, -0.9746)
N (2.4455, 3.5678, 0.5505)
N (-0.6389, 1.6660, 1.3464)
N (0.0329, 1.6669, 0.2073)
H (1.9257, -0.8793, -2.8991)
H (2.4677, 0.8625, -1.0443)
H (-1.7207, -5.0785, -0.2279)
H (-0.2685, -4.9997, -0.9246)
H (-2.0865, -2.6312, 0.0646)
H (-0.8185, -1.3759, -2.2639)
H (0.5792, -2.5724, -2.5437)
H (-0.3550, -1.0045, 1.3739)
H (-1.3072, -0.6651, -0.1256)
H (-1.8574, 3.0392, 2.5186)
H (-0.3392, 3.6752, 2.0852)
H (0.9180, 1.4820, 2.7201)
H (-0.5245, 0.7559, 3.2587)
H (1.3407, 0.4273, 1.1051)
H (0.9625, -2.5318, -0.1450)
H (-1.1964, 3.1184, -0.6623)
H (0.2468, 2.5762, -1.5730)
H (-1.2344, 1.4520, -1.3505)

natural (NBO) atomic charge list, values in e, 8 entries:
1. C 0.177
2. C -0.086
3. C -0.273
4. C -0.359
5. C -0.221
6. C -0.469
7. C -0.424
8. C -0.237

---

# 6
# C12H18N3

A molecular structure, C12H18N3 in a non-equilibrium geometry (ωB97M-V with the def2-TZVPD basis set, the Open Molecules 2025 dataset).

As for the frontier orbital gap: 8.2 eV. For the total energy, the calculation gives -631.96615 hartree. The total charge is +1. For the energy above the lowest of the compared OMol25 structures with the same formula, charge and spin, the calculation gives 3.654 eV.

CARTESIAN COORDINATES (ANGSTROEM)
C (3.7842, 0.7785, 0.3095)
C (3.9145, -0.5274, -0.1464)
C (2.5904, 1.3794, 0.4873)
C (2.7199, -1.2220, -0.2384)
C (1.4147, 0.6705, 0.4175)
C (1.4626, -0.6828, 0.0393)
C (-2.2404, 0.0733, -0.9313)
C (-1.9918, 1.6540, -0.8013)
C (0.0918, 1.2227, 0.6477)
C (-0.7209, -0.6297, 0.7826)
C (0.0045, -2.5964, -0.6063)
C (-3.0303, -0.3743, 1.2972)
N (0.2303, -1.2706, -0.0822)
N (-2.0515, -0.5608, 0.3457)
N (-0.4924, 1.9161, -0.5527)
H (4.5635, 1.4420, 0.3447)
H (4.8369, -0.8879, -0.3703)
H (2.5877, 2.4849, 0.7934)
H (2.8830, -2.2167, -0.7303)
H (-3.2949, 0.1414, -1.4299)
H (-1.6023, -0.3851, -1.7523)
H (-2.3868, 2.0737, -1.7888)
H (-2.5437, 2.0755, 0.0833)
H (-0.3132, 1.7562, 1.5025)
H (-0.4924, -0.6981, 1.9149)
H (-0.9924, -2.6504, -1.0126)
H (0.7520, -2.9262, -1.3964)
H (0.2038, -3.3117, 0.2478)
H (-3.9509, -0.3303, 0.6594)
H (-3.1452, -1.2431, 1.9522)
H (-2.6114, 0.3844, 1.9547)
H (-0.0230, 1.5077, -1.3546)
H (-0.1563, 2.9533, -0.5856)

natural (NBO) atomic charge list, values in e, 8 entries:
1. C -0.236
2. C -0.136
3. C -0.152
4. C -0.253
5. C -0.186
6. C 0.187
7. C -0.234
8. C -0.256

---

> The highest total energy belongs to which entry?

number 5